1.
14
Properties=species:S:1:pos:R:3 method="wB97M-V/def2-TZVPD" homo_ev=-8.9 de_lowest_ev=4.898 energy_ha=-307.53243 gap_ev=9.14
C 0.8760 -2.2483 0.7807
C 0.7328 -0.4960 -0.4636
C -0.3395 0.3402 0.1299
O -0.7765 0.1408 1.2478
C -0.8971 1.5169 -0.6625
O -1.7221 2.3000 0.1415
H 1.9192 -2.1888 1.1027
H 0.5313 -1.9980 -0.2802
H 0.2190 -2.0003 1.6153
H 0.6575 -0.5327 -1.5743
H 1.7259 -0.1441 -0.2242
H -0.0545 2.1062 -1.0544
H -1.4421 1.1234 -1.5378
H -1.8113 1.8005 0.9730

2.
29
Properties=species:S:1:pos:R:3 method="wB97M-V/def2-TZVPD" homo_ev=-6.2 de_lowest_ev=1.691 charge=-1 energy_ha=-763.82828 gap_ev=9.02
O -2.4152 1.0987 2.3424
H -2.1192 0.7178 3.1601
H 1.1671 -0.0649 0.9386
O -4.0111 1.4794 -0.7886
H -3.6123 1.2411 0.0644
H 0.5107 -2.3416 -0.8193
O -0.8954 0.7576 0.2691
H -3.6985 0.6580 -1.2185
H -1.5804 1.3512 -0.0553
O 3.0910 -1.6506 0.0731
H 0.4484 3.6367 -0.2112
H -1.6621 0.9085 1.6890
O 0.0048 3.0486 -0.8371
H 1.2650 0.3522 -2.8505
H 3.1369 -0.8455 -0.4471
O -2.0545 -1.1117 -1.2866
H -1.5694 -0.4094 -0.7412
H -2.0665 -1.0481 -2.2032
O 1.1688 -1.1819 3.6484
H 0.9897 -0.8773 2.7526
H 2.0398 -0.7550 3.6456
O 1.5790 -0.5456 -2.9961
H 1.5985 -1.0975 -2.2198
H -0.3434 2.3494 -0.2099
O 1.7260 0.5798 0.5639
H 1.1713 1.0957 -0.0042
O 0.8748 -3.1254 -1.2578
H 3.6656 -1.3713 0.7972
H 1.5909 -2.8486 -1.7980

3.
53
Properties=species:S:1:pos:R:3 method="wB97M-V/def2-TZVPD" homo_ev=-8.8 de_lowest_ev=0.982 smiles="CCCCc1nc2cc(C(=O)N3CCC[C@H](OCCC)C3)ccc2o1" energy_ha=-1114.17087 gap_ev=9.62
C 1.3720 5.7019 0.8707
C 2.0791 5.4332 -0.4522
C 1.2189 5.7631 -1.6727
H 0.9849 6.8296 -1.6756
H 1.7893 5.5404 -2.5773
C -0.1023 4.9811 -1.7165
C 0.1335 3.5208 -1.6267
N -0.1898 2.7584 -0.6399
C 0.2488 1.5015 -0.9919
C 0.1874 0.2831 -0.3330
C 0.7307 -0.8148 -0.9805
C 1.3318 -0.7022 -2.2383
C 1.4000 0.5062 -2.9071
C 0.8492 1.5977 -2.2644
O 0.7643 2.8950 -2.6562
H 1.8627 0.5963 -3.8766
H 1.7550 -1.5857 -2.6919
C 0.7521 -2.1356 -0.2669
O 1.7143 -2.4801 0.3965
N -0.3394 -2.9159 -0.4288
C -1.5456 -2.5265 -1.1199
H -1.3447 -1.6520 -1.7401
C -2.6629 -2.2327 -0.1169
C -2.8768 -3.4327 0.8036
H -3.6193 -3.1890 1.5637
H -3.2314 -4.2931 0.2328
C -1.5560 -3.7973 1.4900
O -1.2105 -2.7122 2.3130
C -0.0915 -2.9079 3.1578
C -0.1044 -1.8208 4.2281
C -1.2922 -1.9651 5.1714
H -2.2184 -1.9423 4.6034
H -1.3062 -1.1536 5.8950
H -1.2391 -2.9086 5.7112
H 0.8308 -1.8761 4.7874
H -0.1478 -0.8520 3.7292
H 0.8407 -2.8457 2.5806
H -0.1504 -3.9027 3.6261
C -0.4986 -4.0845 0.4041
H 0.4708 -4.3150 0.8479
H -0.8278 -4.9316 -0.2059
H -1.6817 -4.7088 2.1023
H -2.3795 -1.3736 0.4909
H -3.5835 -1.9954 -0.6515
H -1.8442 -3.3575 -1.7717
H -0.2577 0.1982 0.6450
H -0.7470 5.2679 -0.8877
H -0.6125 5.2009 -2.6572
H 2.3777 4.3833 -0.4896
H 2.9894 6.0354 -0.5057
H 2.0691 5.5837 1.6969
H 0.5541 5.0017 1.0163
H 0.9796 6.7165 0.8960

4.
14
Properties=species:S:1:pos:R:3 method="wB97M-V/def2-TZVPD" homo_ev=-9.9 de_lowest_ev=1.531 smiles="C=C(C)CN=C=O" energy_ha=-324.66821 gap_ev=10.57
C -0.6101 -0.6457 -0.2028
C -2.9737 0.0063 -0.0427
C 0.6659 1.5291 -0.1842
C 0.5548 0.2555 -0.0671
C 1.8272 -0.5986 0.2278
N -1.8630 0.0763 -0.4676
O -4.0966 -0.0017 0.1722
H -0.8468 -1.2772 0.7324
H -0.1528 2.2653 -0.2246
H 1.6014 1.9756 0.2340
H -0.3019 -1.2661 -0.9970
H 1.6609 -1.4019 -0.5085
H 1.8660 -0.9652 1.2595
H 2.6686 0.0484 0.0685

5.
47
Properties=species:S:1:pos:R:3 method="wB97M-V/def2-TZVPD" homo_ev=-9.3 de_lowest_ev=1.929 smiles="CCN1C(=O)c2ccccc2S(=O)(=O)c2ccc(C(=O)NCCOC)cc21" energy_ha=-1619.92592 gap_ev=9.08
C -0.7007 -3.2918 0.5191
H -0.8327 -4.1855 1.1227
H -0.8886 -3.5355 -0.5241
H 0.3294 -2.9520 0.6142
C -1.6779 -2.2139 0.9695
N -1.6725 -1.0889 0.0378
C -2.8263 -0.8350 -0.6495
O -3.8574 -1.4268 -0.4057
C -2.8358 0.2786 -1.6467
C -2.0214 0.2823 -2.7685
C -2.1300 1.2539 -3.7429
C -3.0894 2.2437 -3.6107
C -3.9241 2.2478 -2.5030
C -3.8101 1.2669 -1.5332
H -4.4727 1.2530 -0.6813
H -4.6761 3.0153 -2.3989
H -3.1889 3.0051 -4.3689
H -1.4626 1.2085 -4.5891
S -0.7042 -0.9223 -2.8275
O -1.2011 -2.2480 -2.5855
O 0.1078 -0.7036 -3.9910
C 0.1728 -0.3288 -1.3796
C 1.3859 0.3137 -1.5341
C 2.0313 0.8408 -0.4323
C 1.4530 0.7161 0.8288
C 0.2222 0.0898 0.9725
C -0.4442 -0.4321 -0.1366
H -0.2510 0.0434 1.9417
C 2.1731 1.3222 1.9963
O 2.7980 2.3564 1.9015
N 2.0498 0.6284 3.1549
H 1.6543 -0.2980 3.1332
C 2.7367 1.0262 4.3596
C 4.0686 0.2904 4.5382
O 4.5676 0.5992 5.8151
C 5.8378 0.0510 6.0593
H 5.8170 -1.0447 6.0008
H 6.5780 0.4274 5.3429
H 6.1178 0.3556 7.0651
H 3.9155 -0.7992 4.4421
H 4.7761 0.6048 3.7560
H 2.1039 0.8260 5.2271
H 2.9255 2.0990 4.2929
H 2.9759 1.3530 -0.5255
H 1.8028 0.3751 -2.5271
H -2.6976 -2.6032 0.9642
H -1.4408 -1.8638 1.9785

6.
44
Properties=species:S:1:pos:R:3 method="wB97M-V/def2-TZVPD" homo_ev="-6.8 / -6.7" de_lowest_ev=0.343 multiplicity=4 energy_ha=-3138.17431 gap_ev="5.89 / 5.67"
Cr -0.5081 -0.5188 -0.4155
C -2.6865 -1.4599 2.1606
C -1.2414 -1.7709 2.4007
C -0.8719 -2.6497 3.4240
C 0.4512 -2.9371 3.6393
C 1.4100 -2.3041 2.8584
C 0.9899 -1.4477 1.8774
N -0.3124 -1.2105 1.6174
C 1.9496 -0.6395 1.0484
C 3.2932 -0.4798 1.2989
C 3.9841 0.4722 0.5626
C 3.3117 1.2822 -0.3335
C 1.9584 1.0533 -0.5366
N 1.3557 0.0495 0.0868
C 1.0360 1.9181 -1.3350
C 1.4749 2.6790 -2.3859
C 0.5332 3.4288 -3.0845
C -0.7725 3.4119 -2.6650
C -1.1448 2.6305 -1.5694
C -2.5630 2.6404 -1.0867
N -0.2559 1.8626 -0.9399
H -3.2542 -1.5946 3.0821
H -3.0976 -2.1263 1.3976
H -2.8198 -0.4416 1.8005
H -1.6476 -3.0990 4.0349
H 0.7449 -3.6366 4.4122
H 2.4683 -2.4796 3.0142
H 3.7868 -1.0569 2.0697
H 5.0424 0.6227 0.7375
H 3.8102 2.1026 -0.8345
H 2.5181 2.6658 -2.6833
H 0.8270 4.0095 -3.9516
H -1.5341 3.9823 -3.1849
H -2.9042 3.6753 -0.9851
H -2.6491 2.1324 -0.1335
H -3.2128 2.1314 -1.8039
S -3.4289 -0.0481 -3.8459
C -2.3421 -0.4245 -2.6622
S -0.6249 -0.4210 -2.8775
S -2.7972 -0.7216 -0.9966
C -0.1330 -2.5477 -0.7478
H -0.5908 -2.8435 -1.6836
H -0.5104 -3.1943 0.0542
H 0.9576 -2.6972 -0.8351